Computed, not measured: a 2-piece molecular cluster, C4H14NO3 overall, with wB97M-V/def2-TZVPD.

E_LUMO (Eh): -0.1160
Gap between HOMO and LUMO (eV): 11.57
Total charge: +1
Energy above the lowest of the compared OMol25 structures with the same formula, charge and spin (kJ/mol): 94.8

CARTESIAN COORDINATES (ANGSTROEM)
1 C -1.88342 -0.48293 -1.69034
2 O -1.29582 -0.80491 -2.94499
3 C -0.83805 -0.06806 -0.62591
4 C -0.19660 -1.27604 -0.00257
5 C 0.66817 -0.96038 1.20856
6 O 1.62951 0.06744 0.84520
7 N 0.28468 0.65730 -1.35223
8 H -2.48673 -1.35356 -1.43090
9 H -2.62051 0.31182 -1.83821
10 H -1.23490 -0.05487 -3.55044
11 H -1.35629 0.65415 0.00032
12 H 0.27939 -1.91746 -0.73372
13 H -1.00839 -1.91345 0.34593
14 H 1.24619 -1.82553 1.46847
15 H 0.07005 -0.62949 2.03847
16 H 1.48083 0.88464 1.33783
17 H 1.02101 0.69451 -0.58891
18 H 0.73133 -0.01062 -1.98583
19 H -0.04859 1.41710 -1.93186
20 H 2.35951 2.79087 3.80421
21 H 1.42411 1.69792 4.21009
22 O 1.77451 2.12155 3.41682

---

Computed, not measured: an isolated ion of composition C14H24Cl2N2O5P and charge +1, with wB97M-V/def2-TZVPD.

E_LUMO (Eh): -0.1380
Gap between HOMO and LUMO (eV): 8.06
Structure (SMILES): C[C@@H](O)CNCCO[n+]1c(Cl)cc(CCCCl)cc1CP(=O)(O)O
Total charge: +1

CARTESIAN COORDINATES (ANGSTROEM)
1 C -5.96315 -1.66918 -0.96013
2 C -4.51919 -1.21916 -1.09251
3 O -4.37540 -0.15611 -2.01913
4 C -3.92950 -0.87201 0.28329
5 N -2.77624 0.01936 0.18539
6 C -1.58166 -0.60413 -0.39623
7 C -1.41789 -0.09822 -1.82618
8 O -0.06257 -0.22681 -2.36638
9 N 0.87889 0.45108 -1.64487
10 C 1.08881 1.76974 -1.89461
11 Cl 0.17949 2.51951 -3.10279
12 C 2.04406 2.43957 -1.20452
13 C 2.84140 1.77519 -0.27018
14 C 3.88671 2.56359 0.46702
15 C 4.46771 1.96853 1.75878
16 C 3.92623 2.66008 2.99289
17 Cl 2.16547 2.41195 3.11888
18 C 2.63117 0.41150 -0.10192
19 C 1.65094 -0.25126 -0.78452
20 C 1.39854 -1.71142 -0.60096
21 P 1.12083 -2.14712 1.13576
22 O 0.15250 -1.27753 1.80141
23 O 0.75705 -3.69434 1.04841
24 O 2.58609 -2.14770 1.75407
25 H -6.54739 -0.93970 -0.39718
26 H -6.04578 -2.63408 -0.46139
27 H -6.39942 -1.75925 -1.95293
28 H -3.94513 -2.04802 -1.51753
29 H -4.59469 0.66704 -1.56834
30 H -4.68679 -0.36258 0.88141
31 H -3.68802 -1.80949 0.79863
32 H -2.55451 0.34626 1.11555
33 H -0.71756 -0.36266 0.22094
34 H -1.69242 -1.69254 -0.40826
35 H -1.99339 -0.69247 -2.52984
36 H -1.76608 0.92591 -1.90250
37 H 2.18067 3.49398 -1.39829
38 H 3.43683 3.53114 0.69268
39 H 4.69249 2.76172 -0.24389
40 H 4.27052 0.90354 1.84841
41 H 5.54929 2.10797 1.75255
42 H 4.09896 3.73348 2.94307
43 H 4.38834 2.28677 3.90136
44 H 3.22047 -0.16396 0.59268
45 H 0.54091 -2.05963 -1.16731
46 H 2.26846 -2.26580 -0.96026
47 H -0.08528 -3.85756 1.49875
48 H 2.91923 -3.02518 1.98075

---

Computed, not measured: C25H34N8OPdS2SeSi2Te as an isolated structure, with wB97M-V/def2-TZVPD.

E_LUMO (Eh): -0.2832
Gap between HOMO and LUMO (eV): 6.78
Total charge: +2
Energy above the lowest of the compared OMol25 structures with the same formula, charge and spin (kJ/mol): 21.2

CARTESIAN COORDINATES (ANGSTROEM)
1 Pd -0.38238 0.00349 -0.26221
2 C 3.86527 -0.04349 -4.00059
3 S 2.07718 0.00942 -4.23467
4 C 1.51997 0.01338 -2.61202
5 S -0.26601 0.01466 -2.53825
6 N 2.32013 -0.04394 -1.60036
7 N 1.67946 -0.02167 -0.39814
8 C 2.32199 0.06854 0.69863
9 C 1.53801 0.20478 1.92914
10 C 2.14645 0.41978 3.15049
11 C 1.35367 0.67545 4.26375
12 C -0.01911 0.72383 4.11104
13 C -0.56164 0.48166 2.85734
14 N 0.18837 0.20625 1.79655
15 H 4.28029 -0.03277 -5.00627
16 H 4.15374 -0.95515 -3.48617
17 H 4.19212 0.83514 -3.45210
18 H 3.40658 0.11160 0.70532
19 H 3.22542 0.40975 3.22256
20 H 1.80916 0.85322 5.22848
21 H -0.67396 0.95225 4.94001
22 H -1.62970 0.52868 2.69718
23 O -0.23296 1.96247 -0.34922
24 N -1.13913 2.53441 0.44136
25 C -0.91285 3.77312 0.69138
26 C 0.24849 4.45864 0.19179
27 N 1.18924 4.96279 -0.22925
28 C -1.86143 4.45081 1.52843
29 N -2.61406 4.99080 2.20588
30 C -6.44600 -0.59133 -1.46945
31 Si -5.11273 -1.40316 -2.49729
32 C -4.67034 -0.34728 -3.96606
33 C -5.55522 -3.14581 -2.95991
34 C -3.50965 -1.52135 -1.43591
35 Te -2.95875 0.35893 -0.64664
36 C -3.97316 0.15228 1.20092
37 Si -4.64697 1.78302 1.98933
38 C -6.24567 1.26846 2.78652
39 C -4.90823 3.01776 0.62016
40 C -3.42683 2.40028 3.25851
41 H -7.35882 -0.51101 -2.06419
42 H -6.18864 0.42701 -1.16227
43 H -6.69718 -1.17196 -0.57856
44 H -5.52656 -0.25428 -4.63727
45 H -3.85299 -0.78560 -4.54313
46 H -4.37961 0.66734 -3.68094
47 H -6.44806 -3.15284 -3.58874
48 H -5.76819 -3.75588 -2.08010
49 H -4.75431 -3.62761 -3.52385
50 H -2.68912 -1.84637 -2.08022
51 H -3.59092 -2.21022 -0.59262
52 H -3.39031 -0.47462 1.87481
53 H -4.83433 -0.44729 0.89191
54 H -6.96445 0.90897 2.04714
55 H -6.70198 2.11635 3.30180
56 H -6.09586 0.47897 3.52606
57 H -5.60796 2.65096 -0.13528
58 H -3.97802 3.29726 0.12009
59 H -5.33378 3.93590 1.03119
60 H -3.26174 1.66012 4.04686
61 H -3.82807 3.29633 3.73764
62 H -2.46810 2.68864 2.82112
63 Se 0.22046 -3.00351 -1.67565
64 N -0.44462 -2.07302 -0.26339
65 C -0.81181 -2.94179 0.67551
66 C -1.40944 -2.65661 1.93477
67 C -1.74092 -3.69170 2.74835
68 C -1.50814 -5.06068 2.39170
69 C -0.94804 -5.38068 1.20492
70 C -0.58631 -4.32381 0.30935
71 N -0.05837 -4.52931 -0.87944
72 H -1.59273 -1.63732 2.22917
73 H -2.20152 -3.48371 3.70581
74 H -1.79348 -5.83620 3.08862
75 H -0.76432 -6.40154 0.90032

---

Computed, not measured: a 4-piece molecular cluster, C16H44ClN3O3 overall, with wB97M-V/def2-TZVPD.

E_LUMO (Eh): -0.1548
Gap between HOMO and LUMO (eV): 5.07
Total charge: +2
Energy above the lowest of the compared OMol25 structures with the same formula, charge and spin (kJ/mol): 527.8

CARTESIAN COORDINATES (ANGSTROEM)
1 Cl 3.08992 1.93837 -0.10501
2 C -2.71404 0.26286 4.53150
3 C -3.72223 1.40549 4.88874
4 N -3.45167 2.78518 4.17442
5 C -2.23036 3.29963 4.88862
6 C -3.22058 2.51519 2.64565
7 C -3.00453 3.74448 1.77697
8 C -4.57313 3.84176 4.40341
9 C -5.98544 3.43016 3.91299
10 O -6.04925 3.59443 2.54903
11 C -7.21117 2.99648 1.82485
12 H -1.67349 0.58606 4.50064
13 H -2.93765 -0.20871 3.57457
14 H -2.75666 -0.52763 5.28078
15 H -3.68243 1.60028 5.96046
16 H -4.70444 1.03115 4.60024
17 H -2.39442 3.56507 5.93299
18 H -2.00049 4.27414 4.45781
19 H -1.38387 2.64810 4.67166
20 H -3.94425 1.79090 2.27175
21 H -2.28213 1.96207 2.68372
22 H -2.83548 3.37107 0.76697
23 H -2.26920 4.47987 2.10345
24 H -3.96423 4.26114 1.78914
25 H -4.13912 4.71570 3.91767
26 H -4.74707 4.02768 5.46326
27 H -6.76088 4.02611 4.39427
28 H -6.10321 2.40125 4.25295
29 H -8.05859 3.14424 2.49430
30 H -7.09018 1.91389 1.78668
31 H -7.29593 3.47747 0.85040
32 C 2.53718 -1.08637 -7.73494
33 C 3.21637 0.35419 -7.66514
34 C 2.70862 1.01012 -8.99688
35 O 3.13848 2.34690 -9.06504
36 C 4.51616 2.40574 -9.47214
37 N 2.55081 1.19084 -6.53000
38 H 1.55249 1.11059 -6.66045
39 H 2.96950 1.09160 -5.61625
40 H 2.67777 2.18373 -6.66471
41 H 2.38563 -1.55648 -6.76328
42 H 3.14132 -1.94295 -8.03390
43 H 1.66604 -1.24394 -8.37085
44 H 4.29017 0.51507 -7.56939
45 H 1.63299 0.86029 -9.09014
46 H 3.15302 0.45636 -9.82388
47 H 5.18804 1.80227 -8.86183
48 H 4.84460 3.44488 -9.45224
49 H 4.61539 2.02342 -10.48806
50 C 5.71981 -5.82242 2.01394
51 C 4.15817 -5.49302 1.82770
52 C 3.41194 -5.36358 3.17204
53 O 2.03935 -4.97875 3.09487
54 C 1.04272 -6.04965 2.88455
55 N 3.94147 -4.27900 0.94255
56 H 2.93749 -4.18475 0.88562
57 H 4.41173 -3.42639 1.21087
58 H 4.32860 -4.20172 0.01289
59 H 6.19571 -5.87162 1.03456
60 H 5.94458 -6.72616 2.58034
61 H 5.97648 -4.89746 2.53035
62 H 3.61245 -6.34217 1.41634
63 H 3.95053 -4.52506 3.61355
64 H 3.36393 -6.28632 3.75028
65 H 0.10308 -5.50891 2.99766
66 H 0.86181 -6.77999 3.67321
67 H 1.31179 -6.58317 1.97293